[1]
This record from the OMol25 dataset describes a structure of composition C5H3NO at a distorted geometry. The level of theory is the ωB97M-V functional and the def2-TZVPD basis.

The electronic energy is -322.156645 Eh. The calculation puts the relative energy (zero: lowest compared OMol25 entry of this formula, charge and spin) at 354.8 kJ/mol. The total charge is 0. The HOMO-LUMO gap comes out at 10.069 eV.

Geometry (Å):
C: -0.48 1.01 1.01
C: -2.15 -1.17 1.04
H: 2.50 0.69 -0.65
N: -1.09 1.22 1.93
O: -3.09 -0.89 0.47
C: 0.23 0.50 -0.05
H: 2.16 -1.19 0.10
C: 1.66 -0.05 -0.50
C: 0.44 0.04 -1.25
H: -0.16 -0.15 -2.10

[2]
This record from the OMol25 dataset describes a cluster of 2 separate species, CBrN3S in total at a distorted geometry. The level of theory is the ωB97M-V functional and the def2-TZVPD basis.

Its structure (SMILES) is N#[N+][S-].N#CBr. The electronic energy is -3174.511416 Eh. The calculation puts the relative energy (zero: lowest compared OMol25 entry of this formula, charge and spin) at 11.8 kJ/mol. The total charge is 0. The HOMO-LUMO gap comes out at 10.108 eV.

Geometry (Å):
S: -0.03 -1.09 1.49
Br: -1.62 -0.55 -1.52
N: 1.23 0.04 -2.01
N: 0.08 0.38 1.80
C: 0.16 -0.27 -1.76
N: 0.17 1.48 2.00

[3]
This record from the OMol25 dataset describes a structure of composition C27H19AlBrN2O2. The level of theory is the ωB97M-V functional and the def2-TZVPD basis.

The electronic energy is -4116.629487 Eh. The total charge is +1. The HOMO-LUMO gap comes out at 6.767 eV.

Geometry (Å):
H: 3.43 5.70 4.30
C: 0.48 3.86 -0.36
H: 1.74 -4.78 -1.59
C: 1.91 2.78 3.49
H: -0.17 -0.60 4.01
H: 2.99 3.44 5.20
C: 1.68 4.39 1.70
C: 2.62 3.70 4.22
H: -3.23 -3.59 3.66
H: -3.51 -3.05 1.27
H: -3.79 -1.97 -0.75
O: -2.03 -1.13 -0.03
C: 0.31 -1.91 -2.79
C: 1.25 -4.44 -3.68
C: 0.68 2.17 1.40
H: 1.38 5.73 0.03
C: 0.86 -2.87 -1.92
C: 0.29 -2.27 -4.17
C: -1.97 -1.55 1.32
O: -0.44 1.73 -0.67
C: -2.72 -2.01 -0.96
H: 1.61 -5.40 -4.00
C: 0.24 2.54 0.10
H: 0.72 -3.79 -5.63
C: 1.18 4.73 0.41
C: 1.32 -4.09 -2.31
H: -0.22 -1.62 -6.16
C: -0.17 -0.63 -2.37
H: -2.33 -3.02 -0.84
H: 1.73 1.79 3.89
Al: -0.51 -0.03 -0.56
H: 0.11 4.12 -1.34
H: -2.51 -1.63 -1.95
C: -2.77 -2.52 1.86
H: -0.97 1.22 -3.07
N: 0.24 1.06 2.02
C: -0.89 -1.15 3.43
C: -0.63 -0.11 -4.72
H: -1.57 -2.38 5.03
C: 0.76 -3.54 -4.58
C: 2.41 5.32 2.46
C: -0.61 0.24 -3.35
C: -2.61 -2.82 3.21
C: 2.87 4.98 3.71
C: -1.03 -0.86 2.08
N: -0.33 0.13 1.35
C: -1.68 -2.14 3.98
H: -0.99 0.61 -5.45
C: 1.43 3.11 2.22
C: -0.20 -1.34 -5.11
Br: 1.04 -2.42 -0.07
H: 2.60 6.30 2.05

[4]
This record from the OMol25 dataset describes an isolated molecule of C7H18BN at a distorted geometry. The level of theory is the ωB97M-V functional and the def2-TZVPD basis.

Its structure (SMILES) is CCC(C)(C)B(C)NC. The electronic energy is -357.081242 Eh. The calculation puts the relative energy (zero: lowest compared OMol25 entry of this formula, charge and spin) at 0.0 kJ/mol. The total charge is 0. The HOMO-LUMO gap comes out at 10.260 eV.

Geometry (Å):
H: 2.53 -1.41 -1.15
H: -1.85 -1.41 1.69
C: 1.01 0.98 1.88
H: 0.64 1.10 -2.26
H: 2.61 0.69 0.52
C: -3.00 0.74 -0.34
H: -1.15 1.53 -0.89
H: 1.16 0.65 2.90
H: 2.00 -0.98 1.35
H: 1.19 -1.49 -2.22
H: -0.34 -2.19 1.28
C: -1.24 -1.70 0.89
C: 1.75 0.10 0.81
N: -1.55 0.74 -0.51
B: -0.73 -0.27 -0.14
C: 0.86 -0.14 -0.48
H: -3.50 -0.08 0.21
H: -3.41 1.81 -0.16
C: 1.33 1.06 -1.47
H: -0.07 0.77 1.87
H: 1.09 2.06 1.61
H: 0.92 -2.20 -0.66
H: 1.35 1.90 -0.82
H: 2.31 0.78 -1.73
C: 1.42 -1.36 -1.17
H: -3.47 0.69 -1.33
H: -1.88 -2.37 0.32

[5]
This record from the OMol25 dataset describes a structure of composition C2H11NO3 at a distorted geometry. The level of theory is the ωB97M-V functional and the def2-TZVPD basis.

The electronic energy is -363.141658 Eh. The calculation puts the relative energy (zero: lowest compared OMol25 entry of this formula, charge and spin) at 348.5 kJ/mol. The total charge is 0. The HOMO-LUMO gap comes out at 7.985 eV.

Geometry (Å):
H: -2.42 0.22 2.16
H: 1.57 1.07 -0.53
H: 2.99 1.02 0.07
H: -0.55 1.36 -0.35
H: -0.09 2.41 -1.41
C: -1.03 -0.74 0.42
N: -1.79 0.20 0.00
H: 2.11 -1.17 -0.46
O: 2.38 0.54 -0.50
C: -2.79 -0.05 1.16
H: 2.60 -2.50 -1.00
H: -3.20 -1.05 1.17
O: 0.20 1.98 -0.59
H: -1.15 -1.77 0.09
H: -3.65 0.62 0.94
O: 2.02 -2.10 -0.34
H: -0.22 -0.57 1.15

[6]
This record from the OMol25 dataset describes the ion C4H10N3 with charge +1 at a distorted geometry. The level of theory is the ωB97M-V functional and the def2-TZVPD basis.

The electronic energy is -322.209373 Eh. The calculation puts the relative energy (zero: lowest compared OMol25 entry of this formula, charge and spin) at 659.5 kJ/mol. The total charge is +1. The HOMO-LUMO gap (alpha / beta) comes out at 7.360 / 7.354 eV.

Geometry (Å):
N: -2.22 -1.07 0.24
H: 0.86 1.39 1.14
H: -2.11 -1.92 -0.15
C: 2.70 -0.69 0.76
H: 0.56 -1.29 -1.31
C: 1.01 -0.40 -0.95
N: -0.94 -0.48 0.65
C: -0.42 0.38 -0.23
C: 0.16 1.64 0.40
H: 0.83 2.29 -0.19
H: -2.70 -0.55 -0.56
H: -2.76 -1.08 1.18
H: -1.21 0.69 -1.16
H: 3.53 -0.82 1.30
H: 1.32 0.23 -1.76
H: -0.69 2.34 0.88
N: 2.07 -0.66 -0.22

[7]
This record from the OMol25 dataset describes a cluster of 11 separate species, C6H34O11 in total at a distorted geometry. The level of theory is the ωB97M-V functional and the def2-TZVPD basis.

Its structure (SMILES) is CC(C)O.CC(C)O.O.O.O.O.O.O.O.O.O. The electronic energy is -1076.624967 Eh. The calculation puts the relative energy (zero: lowest compared OMol25 entry of this formula, charge and spin) at 186.0 kJ/mol. The total charge is 0. The HOMO-LUMO gap comes out at 9.853 eV.

Geometry (Å):
H: -1.02 -0.97 -1.58
H: 2.68 1.15 2.05
H: -0.11 -0.55 -2.74
O: 2.42 0.37 2.54
H: 2.27 1.09 -1.52
H: 1.56 -2.47 -1.79
H: 2.20 -0.27 -0.41
H: -2.67 -1.42 -0.12
H: 3.75 0.44 -0.94
O: -2.82 -0.50 0.12
H: -0.69 2.21 0.44
H: 2.50 -1.71 1.94
O: 0.07 -0.28 1.18
O: 1.52 -2.23 4.54
H: 1.03 -2.26 3.72
H: 0.39 -1.19 1.08
C: 2.77 -0.79 -2.45
H: -1.95 4.17 -2.47
H: 3.22 -2.52 -1.23
H: -2.99 3.25 0.70
O: -2.89 3.93 0.01
H: -1.49 1.88 -1.02
H: -0.99 4.58 0.39
C: 2.59 -2.24 -2.08
H: 2.29 -3.14 1.40
H: -0.71 -0.22 0.61
C: -1.51 4.00 -0.38
H: -2.84 -2.58 3.21
H: -1.83 -3.21 -0.33
H: 3.72 -0.71 -3.00
O: -3.63 0.14 2.68
H: 1.60 0.08 2.10
O: -1.01 -0.47 -2.40
O: 1.71 -0.48 -3.38
H: -1.98 -1.75 2.27
C: -0.87 2.65 -0.55
H: -4.41 -0.40 2.87
O: -1.01 -2.75 -0.53
H: 2.45 -2.25 4.28
H: -2.90 -0.03 -0.73
H: -0.48 4.99 -2.00
H: 0.03 2.67 -1.16
O: -1.94 -2.48 2.89
O: 1.82 -2.33 1.61
H: -0.34 -3.44 -0.40
H: -2.07 5.72 -1.63
C: 2.75 0.14 -1.26
C: -1.51 4.80 -1.68
H: -3.38 -0.10 1.77
H: 1.87 0.39 -3.74
H: 2.83 -2.91 -2.90